Entry 1:
ORCA calculation (the ωB97M-V functional and the def2-TZVPD basis) on a 3-piece molecular cluster, C3H12NO4 overall at a distorted geometry.

Structure (XYZ):
```
20
C3H12NO4 | OMol25 | the ωB97M-V functional and the def2-TZVPD basis
O -0.543 1.698 0.283
C -0.915 1.208 -0.876
C 0.513 0.603 -1.366
N 0.857 -0.567 -0.493
C 1.872 -1.633 -1.078
O -2.060 1.132 -1.112
H -1.310 2.044 0.806
H 1.255 1.420 -1.203
H 0.446 0.483 -2.462
H 1.296 -0.199 0.352
H -0.011 -0.952 -0.152
H 1.559 -2.147 -1.979
H 2.307 -2.227 -0.314
H 2.797 -1.109 -1.321
H -1.875 -2.071 1.382
H -1.878 -0.610 0.725
O -1.359 -1.230 1.291
H 1.812 0.076 2.815
H 0.289 -0.654 2.638
O 1.273 -0.493 2.299
```

Results
Multiplicity ... 1
Frontier orbital gap ... 12.00 eV
Energy relative to the best compared isomer or geometry (same formula, charge and spin) ... 192.4 kJ/mol
LUMO energy ... -3.074 eV
Net charge ... +1

Atom charges from the Löwdin analysis, given in e for atoms 1 to 5:
1. O 0.095
2. C -0.517
3. C -0.004
4. N 0.038
5. C 0.066

Entry 2:
ORCA calculation (the ωB97M-V functional and the def2-TZVPD basis) on C21H25CeClN2PS as an isolated structure at a distorted geometry.

Structure (XYZ):
```
52
C21H25CeClN2PS | OMol25 | the ωB97M-V functional and the def2-TZVPD basis
Ce -1.414 1.095 -0.324
Cl -2.422 2.479 -2.241
P 1.196 -0.514 -0.742
C 1.232 -2.357 -0.702
C 2.217 -3.119 -0.030
C 2.164 -4.520 -0.026
C 1.114 -5.195 -0.657
C 0.105 -4.444 -1.281
C 0.152 -3.048 -1.296
C 1.307 -0.015 -2.491
C 1.406 1.363 -2.757
C 1.379 1.813 -4.076
C 1.230 0.910 -5.137
C 1.119 -0.461 -4.871
C 1.178 -0.926 -3.560
C 2.821 -0.013 -0.010
C 2.820 0.918 1.055
C 4.030 1.327 1.623
C 5.246 0.819 1.136
C 5.258 -0.077 0.063
C 4.052 -0.484 -0.521
H 1.496 2.092 -1.940
H 1.395 2.888 -4.268
H 1.140 1.272 -6.165
H 0.981 -1.176 -5.688
H 1.139 -2.000 -3.373
H 3.023 -2.626 0.521
H 2.930 -5.087 0.513
H 1.064 -6.287 -0.617
H -0.745 -4.957 -1.729
H -0.663 -2.480 -1.764
H 1.874 1.345 1.424
H 4.016 2.047 2.441
H 6.195 1.125 1.580
H 6.208 -0.467 -0.334
H 4.070 -1.170 -1.378
H -0.279 -1.268 2.023
H 0.165 -0.737 2.279
C -6.488 1.554 2.703
N -5.228 1.711 1.965
C -4.026 1.784 2.566
S -2.767 0.684 1.964
N -3.844 2.484 3.709
C -4.685 3.644 4.101
H -6.300 1.713 3.765
H -6.865 0.528 2.635
H -7.251 2.224 2.285
H -5.190 1.231 1.055
H -2.861 2.470 4.012
H -5.071 3.545 5.129
H -4.125 4.585 4.060
H -5.494 3.777 3.374
```

Results
Multiplicity ... 2
Frontier orbital gap (alpha / beta) ... 6.78 / 6.86 eV
⟨S²⟩ ... 0.751
LUMO energy (alpha / beta) ... -7.290 / -7.206 eV
Net charge ... +2

Atom charges from the Löwdin analysis, given in e for atoms 1 to 5:
1. Ce 0.676
2. Cl 0.023
3. P 0.968
4. C -0.363
5. C -0.069

Entry 3:
ORCA calculation (the ωB97M-V functional and the def2-TZVPD basis) on the molecule C5H10N2O3 at a distorted geometry.

Structure (XYZ):
```
20
C5H10N2O3 | OMol25 | the ωB97M-V functional and the def2-TZVPD basis
C 0.675 0.371 -1.893
C 0.568 0.142 -0.385
N 1.560 0.792 0.340
O 1.960 0.048 -2.373
O 0.506 -1.208 -0.060
H 2.393 -0.533 -1.727
H 1.566 1.796 0.222
H 1.563 0.524 1.320
H -0.091 -0.225 -2.395
H 0.485 1.429 -2.109
C -0.348 -1.199 1.150
N -1.242 -2.250 1.053
C -1.085 0.586 0.063
C -1.352 1.647 0.814
O 0.063 -0.735 2.195
H -1.356 -2.763 1.915
H -1.134 -2.844 0.249
H -1.802 0.234 -0.671
H -2.273 2.206 0.722
H -0.657 1.985 1.572
```

Results
SMILES ... C=C[C@](N)(CO)OC(N)=O
Multiplicity ... 1
Frontier orbital gap ... 9.37 eV
Energy relative to the best compared isomer or geometry (same formula, charge and spin) ... 322.5 kJ/mol
LUMO energy ... 0.084 eV
Net charge ... 0

Atom charges from the Löwdin analysis, given in e for atoms 1 to 5:
1. C -0.192
2. C -0.522
3. N 0.141
4. O -0.046
5. O -0.006

Entry 4:
ORCA calculation (the ωB97M-V functional and the def2-TZVPD basis) on C25H24IrN7S as an isolated structure at a distorted geometry.

Structure (XYZ):
```
58
C25H24IrN7S | OMol25 | the ωB97M-V functional and the def2-TZVPD basis
Ir -0.204 -0.236 0.355
N -1.158 2.322 -1.276
C -0.592 2.676 -0.132
N -0.502 3.958 0.167
C 0.082 4.280 1.319
N 0.207 5.553 1.638
N 0.567 3.371 2.226
C 0.444 2.136 1.885
N -0.107 1.695 0.708
C 0.894 1.055 2.790
C 1.510 1.266 4.002
C 1.866 0.150 4.753
C 1.589 -1.117 4.266
C 0.965 -1.246 3.035
N 0.625 -0.177 2.317
H -1.486 3.056 -1.884
H -1.192 1.358 -1.569
H -0.127 6.264 1.008
H 0.653 5.814 2.502
H 1.698 2.276 4.338
H 2.355 0.272 5.710
H 1.854 -2.003 4.827
H 0.726 -2.214 2.612
C -3.770 0.151 6.219
C -3.413 1.115 5.078
C -4.279 2.380 5.180
C -1.945 1.514 5.227
C -3.685 0.435 3.741
C -4.982 -0.040 3.459
C -5.305 -0.667 2.280
C -4.299 -0.829 1.330
S -4.392 -1.563 -0.241
C -2.756 -1.227 -0.507
N -2.153 -0.623 0.508
C -3.011 -0.364 1.584
C -2.698 0.267 2.787
C -1.931 -1.442 -1.674
C -2.289 -2.106 -2.833
C -1.353 -2.206 -3.862
C -0.087 -1.658 -3.717
C 0.267 -0.996 -2.541
C -0.655 -0.880 -1.506
H -3.564 0.623 7.180
H -3.183 -0.768 6.157
H -4.825 -0.121 6.208
H -4.093 2.882 6.130
H -5.342 2.145 5.134
H -4.051 3.078 4.373
H -1.798 1.995 6.194
H -1.637 2.230 4.459
H -1.287 0.640 5.189
H -5.762 0.090 4.197
H -6.311 -1.021 2.099
H -1.691 0.610 2.959
H -3.271 -2.548 -2.947
H -1.617 -2.718 -4.777
H 0.633 -1.744 -4.520
H 1.263 -0.577 -2.447
```

Results
Multiplicity ... 1
Frontier orbital gap ... 6.55 eV
Energy relative to the best compared isomer or geometry (same formula, charge and spin) ... 70.3 kJ/mol
LUMO energy ... -7.596 eV
Net charge ... +2

Atom charges from the Löwdin analysis, given in e for atoms 1 to 5:
1. Ir 1.425
2. N 0.222
3. C -0.395
4. N 0.202
5. C -0.387

Entry 5:
ORCA calculation (the ωB97M-V functional and the def2-TZVPD basis) on the molecule C3H5N3O at a distorted geometry.

Structure (XYZ):
```
12
C3H5N3O | OMol25 | the ωB97M-V functional and the def2-TZVPD basis
C -1.401 0.895 -0.757
C -0.328 0.331 0.016
C 1.896 -0.555 0.714
H -1.356 1.983 -0.430
H -2.360 0.416 -0.347
H -1.416 0.541 -1.818
H 2.763 -1.179 0.810
H -0.994 -1.853 -0.052
N 0.584 1.129 0.534
N 1.546 0.569 1.286
N -0.133 -1.056 0.376
O 1.199 -1.221 -0.331
```

Results
SMILES ... CC1=NN=CON1
Multiplicity ... 1
Frontier orbital gap ... 9.68 eV
Energy relative to the best compared isomer or geometry (same formula, charge and spin) ... 586.5 kJ/mol
LUMO energy ... 0.243 eV
Net charge ... 0

Atom charges from the Löwdin analysis, given in e for atoms 1 to 5:
1. C -0.053
2. C -0.442
3. C -0.179
4. H 0.110
5. H 0.101

Let's list total energy in order: -476.95403; -2599.07544; -531.68218; -1852.44790; -356.63399 Ha.